1.
Formula: C30H87N5O11
Source: OMol25
Level of theory: the ωB97M-V functional and the def2-TZVPD basis

```
133
Properties=species:S:1:pos:R:3:mulliken_charge:R:1
C 2.776 -2.846 -4.908 -0.811
O 1.802 -3.646 -4.200 -0.295
C 2.580 -4.537 -3.402 -1.154
C 2.985 -3.864 -2.085 1.030
C 3.618 -4.937 -1.171 -1.766
N 1.796 -3.293 -1.396 0.035
H 3.307 -3.390 -5.697 0.377
H 3.537 -2.370 -4.294 0.247
H 2.236 -2.111 -5.501 0.267
H 1.921 -5.385 -3.181 0.363
H 3.462 -4.982 -3.872 0.468
H 3.783 -3.146 -2.284 -0.191
H 4.389 -5.415 -1.775 0.475
H 2.846 -5.659 -0.893 0.438
H 3.944 -4.479 -0.240 0.201
H 1.364 -2.848 -2.214 -0.261
H 1.133 -4.060 -1.277 0.351
C -2.801 2.236 3.343 -0.320
O -3.927 2.062 2.526 -0.504
C -3.990 0.735 2.011 1.191
C -5.090 0.610 0.948 0.558
C -6.485 0.646 1.607 -1.528
N -4.965 -0.649 0.244 -0.695
H -3.026 1.851 4.345 0.209
H -2.525 3.273 3.549 0.293
H -1.926 1.756 2.891 0.044
H -3.011 0.438 1.610 -0.864
H -4.029 0.012 2.841 0.139
H -5.058 1.467 0.274 0.062
H -6.509 0.252 2.625 0.263
H -7.282 0.177 1.033 0.429
H -6.712 1.713 1.679 0.385
H -4.000 -0.878 0.021 0.262
H -5.383 -1.388 0.793 0.263
C -1.671 -1.673 4.569 -0.798
O -2.393 -0.826 5.405 -0.291
C -3.399 -1.497 6.141 -0.789
C -4.324 -0.518 6.867 0.479
C -5.450 -1.284 7.564 -1.454
N -4.891 0.362 5.830 -0.578
H -0.835 -1.151 4.103 0.090
H -2.289 -2.132 3.787 0.372
H -1.183 -2.525 5.064 0.411
H -4.004 -2.127 5.469 0.298
H -2.970 -2.285 6.778 0.526
H -3.762 -0.059 7.684 0.251
H -6.034 -1.908 6.885 0.345
H -6.115 -0.765 8.251 0.348
H -4.894 -1.961 8.228 0.376
H -4.150 0.379 5.129 -0.003
H -5.596 -0.161 5.313 0.297
C 0.709 3.854 0.665 -0.449
O 0.040 4.662 -0.282 -0.043
C 0.542 5.990 -0.302 -0.948
C -0.286 6.915 -1.189 0.570
C 0.118 8.375 -0.969 -1.630
N -1.719 6.774 -1.050 -0.597
H 1.050 4.429 1.529 0.431
H 1.485 3.268 0.168 0.127
H 0.048 3.109 1.117 -0.080
H 0.555 6.410 0.715 0.437
H 1.606 6.047 -0.567 0.387
H 0.034 6.730 -2.221 0.172
H -0.184 8.746 0.020 0.378
H -0.302 9.125 -1.634 0.386
H 1.209 8.442 -0.919 0.344
H -2.088 7.061 -0.154 0.295
H -1.898 5.791 -1.191 0.256
C 8.054 -0.113 0.568 -0.707
O 6.850 -0.849 0.608 -0.327
C 6.373 -1.235 -0.667 -0.582
C 5.531 -0.115 -1.262 0.678
C 4.296 0.172 -0.429 -0.630
N 5.127 -0.568 -2.615 -0.466
H 8.852 -0.642 0.036 0.292
H 8.440 0.005 1.580 0.270
H 7.849 0.868 0.132 0.287
H 7.160 -1.553 -1.357 0.466
H 5.693 -2.087 -0.580 -0.173
H 6.086 0.805 -1.468 0.247
H 3.752 1.005 -0.884 0.172
H 4.574 0.336 0.611 0.566
H 3.514 -0.594 -0.426 -0.297
H 5.728 -0.062 -3.266 0.342
H 4.275 -0.126 -2.957 -0.145
C -2.616 3.145 -0.935 0.575
C -2.470 2.945 -2.411 -0.292
O -1.175 3.338 -2.859 -0.558
H -1.889 2.573 -0.358 -0.173
H -3.554 2.750 -0.523 -0.479
H -2.715 4.193 -0.671 0.060
H -3.165 3.508 -3.044 0.294
H -2.633 1.889 -2.644 0.208
H -0.817 4.059 -2.332 0.313
C -1.358 -1.573 -3.273 0.189
C -1.265 -2.356 -4.586 -0.459
O -0.838 -3.669 -4.368 -0.622
H -2.039 -2.137 -2.634 0.158
H -1.676 -0.533 -3.370 0.247
H -0.403 -1.515 -2.744 -0.549
H -0.531 -1.882 -5.251 0.199
H -2.246 -2.257 -5.053 0.355
H 0.137 -3.799 -4.396 0.597
C 1.799 1.598 -3.160 -0.847
C 1.976 0.186 -3.696 0.347
O 2.690 0.237 -4.931 -0.553
H 1.340 2.230 -3.914 0.560
H 2.781 1.847 -2.750 0.090
H 1.123 1.546 -2.302 -0.094
H 1.005 -0.215 -4.004 0.466
H 2.424 -0.494 -2.973 -0.334
H 2.327 0.932 -5.485 0.382
C -2.397 -4.064 -0.144 -1.517
C -1.483 -2.823 0.069 0.283
O -2.070 -1.534 -0.032 0.176
H -2.621 -4.240 -1.194 0.309
H -3.338 -4.066 0.411 0.357
H -1.875 -4.912 0.304 0.409
H -0.715 -2.922 -0.702 -0.196
H -1.006 -2.883 1.050 0.435
H -1.540 -1.001 0.585 -0.263
C 0.591 0.074 0.114 -0.448
O -0.164 0.022 1.341 -0.439
H -0.067 0.518 -0.633 -0.023
H 1.592 0.497 0.140 0.347
H 0.653 -0.986 -0.162 0.496
H 0.453 -0.327 2.000 0.057
C 3.216 -2.624 1.919 -0.184
O 2.167 -2.188 2.771 -0.437
H 3.206 -3.714 1.805 0.378
H 3.168 -2.253 0.898 -0.297
H 4.181 -2.395 2.383 0.328
H 1.970 -2.913 3.365 0.279
```

Output
Energy above the lowest of the compared OMol25 structures with the same formula, charge and spin: 140.5 kJ/mol
SMILES string: COC[C@H](C)N.COC[C@H](C)N.COC[C@H](C)N.COC[C@H](C)N.COC[C@H](C)N.CCO.CCO.CCO.CCO.CO.CO
Energy: -2296.3858 Eh
E_HOMO: -8.59 eV
Kohn-Sham gap: 9.0 eV


2.
Formula: C30H90N16O8P5Sr
Source: OMol25
Level of theory: the ωB97M-V functional and the def2-TZVPD basis

```
150
Properties=species:S:1:pos:R:3:mulliken_charge:R:1
Sr -25.323 -11.939 -3.346 2.074
N -27.167 -12.856 -5.596 0.839
O -26.848 -13.684 -4.688 -0.744
O -27.974 -13.113 -6.453 -0.534
O -26.627 -11.711 -5.514 -0.660
O -23.648 -13.172 -4.623 0.054
P -22.861 -14.241 -5.307 -0.369
N -23.632 -14.973 -6.549 0.219
C -24.706 -15.929 -6.218 -1.115
C -23.852 -14.238 -7.791 -0.803
N -22.514 -15.447 -4.241 0.245
C -21.945 -16.709 -4.673 -0.974
C -22.611 -15.242 -2.803 -0.929
N -21.456 -13.622 -5.907 0.510
C -20.665 -14.238 -6.969 -0.798
C -20.712 -12.741 -5.019 -1.069
H -24.542 -16.340 -5.227 0.497
H -24.715 -16.699 -6.988 0.309
H -25.681 -15.436 -6.185 0.216
H -22.984 -14.215 -8.440 -0.011
H -24.158 -13.198 -7.598 0.047
H -24.728 -14.641 -8.297 0.591
H -21.687 -17.311 -3.805 0.446
H -22.640 -17.274 -5.297 0.307
H -21.028 -16.576 -5.250 0.187
H -23.267 -14.409 -2.565 0.078
H -23.004 -16.124 -2.292 0.400
H -21.625 -15.049 -2.361 0.306
H -19.792 -13.614 -7.166 0.347
H -20.240 -15.207 -6.699 0.253
H -21.220 -14.291 -7.897 0.217
H -20.019 -12.138 -5.605 0.449
H -20.122 -13.315 -4.292 0.347
H -21.372 -12.064 -4.480 0.128
O -27.297 -10.378 -3.062 -0.235
P -28.630 -9.740 -2.879 -0.255
N -29.720 -10.834 -2.266 0.162
C -31.122 -10.462 -2.139 -0.839
C -29.501 -12.256 -2.542 -0.913
N -29.293 -9.132 -4.262 0.489
C -29.841 -10.023 -5.269 -1.096
C -28.660 -7.925 -4.790 -1.344
N -28.550 -8.435 -1.895 0.471
C -27.376 -8.211 -1.062 -0.881
C -29.667 -7.535 -1.667 -1.265
H -31.276 -9.687 -1.391 0.217
H -31.690 -11.331 -1.812 0.427
H -31.579 -10.118 -3.074 0.260
H -29.709 -12.534 -3.583 0.344
H -30.147 -12.865 -1.914 0.477
H -28.457 -12.519 -2.384 0.079
H -29.129 -10.181 -6.084 0.498
H -29.935 -11.026 -4.855 0.070
H -30.811 -9.696 -5.641 0.285
H -29.156 -7.657 -5.725 0.484
H -28.785 -7.073 -4.127 0.330
H -27.608 -8.116 -5.028 0.372
H -26.511 -8.718 -1.480 0.102
H -27.138 -7.144 -1.037 0.303
H -27.574 -8.542 -0.038 0.259
H -30.291 -7.498 -2.556 0.431
H -29.257 -6.538 -1.488 0.373
H -30.247 -7.813 -0.785 0.292
O -32.952 -10.402 -9.732 -0.884
P -31.906 -11.270 -10.303 0.095
N -31.202 -10.566 -11.628 0.336
C -32.017 -9.584 -12.349 -1.151
C -30.008 -11.023 -12.315 -0.172
N -32.507 -12.750 -10.751 0.302
C -31.633 -13.811 -11.210 -0.659
C -33.940 -13.006 -10.686 -0.986
N -30.606 -11.630 -9.346 0.574
C -30.764 -12.553 -8.216 -0.783
C -29.744 -10.491 -9.013 -0.885
H -32.939 -10.051 -12.712 0.289
H -31.443 -9.215 -13.197 0.496
H -32.314 -8.751 -11.715 0.283
H -30.271 -11.319 -13.336 0.521
H -29.608 -11.915 -11.837 -0.725
H -29.238 -10.246 -12.313 0.328
H -30.697 -13.838 -10.647 0.062
H -32.082 -14.791 -11.048 0.456
H -31.377 -13.693 -12.268 0.269
H -34.495 -12.293 -11.306 0.266
H -34.143 -14.012 -11.039 0.373
H -34.353 -12.845 -9.687 0.306
H -31.221 -12.058 -7.351 0.168
H -31.425 -13.375 -8.487 0.427
H -29.765 -12.920 -7.997 0.106
H -29.090 -10.237 -9.852 0.164
H -29.095 -10.782 -8.189 0.074
H -30.333 -9.604 -8.762 0.408
O -24.219 -9.769 -4.150 -0.266
P -23.379 -8.803 -4.902 -0.766
N -23.443 -9.141 -6.503 0.698
C -23.730 -10.536 -6.848 -1.270
C -22.842 -8.340 -7.543 -1.081
N -21.801 -8.879 -4.407 0.825
C -20.770 -7.990 -4.906 -1.218
C -21.474 -9.502 -3.130 -1.106
N -23.829 -7.231 -4.781 0.473
C -23.305 -6.307 -3.787 -0.865
C -24.825 -6.654 -5.667 -1.368
H -23.751 -10.625 -7.937 0.374
H -24.733 -10.838 -6.545 0.080
H -22.968 -11.225 -6.473 0.512
H -23.305 -8.589 -8.498 0.316
H -21.763 -8.499 -7.653 0.308
H -23.019 -7.281 -7.361 0.408
H -20.495 -7.217 -4.183 0.435
H -19.877 -8.572 -5.144 0.290
H -21.135 -7.498 -5.803 0.323
H -21.429 -8.772 -2.314 0.201
H -22.239 -10.235 -2.892 0.172
H -20.492 -9.967 -3.241 0.350
H -22.237 -6.408 -3.645 0.195
H -23.541 -5.283 -4.071 0.403
H -23.818 -6.452 -2.828 0.259
H -24.432 -5.757 -6.157 0.452
H -25.733 -6.359 -5.130 0.401
H -25.130 -7.343 -6.451 0.420
O -27.747 -15.811 -11.438 -0.961
P -26.810 -14.819 -11.978 0.041
N -26.540 -13.588 -10.909 1.066
C -27.634 -13.274 -10.001 -1.056
C -25.702 -12.453 -11.212 -1.238
N -27.353 -14.248 -13.434 0.675
C -26.593 -13.421 -14.338 -1.177
C -28.688 -14.594 -13.897 -1.049
N -25.270 -15.330 -12.342 0.304
C -25.184 -16.326 -13.425 -1.089
C -24.325 -15.526 -11.262 -0.875
H -28.338 -12.567 -10.447 0.033
H -27.213 -12.710 -9.155 0.282
H -28.070 -14.152 -9.537 0.436
H -25.539 -11.858 -10.312 0.256
H -26.156 -11.778 -11.954 0.172
H -24.752 -12.785 -11.635 0.445
H -25.798 -12.883 -13.831 0.356
H -26.107 -14.026 -15.117 0.288
H -27.234 -12.696 -14.842 0.382
H -28.655 -14.862 -14.957 0.424
H -29.027 -15.495 -13.388 0.377
H -29.407 -13.795 -13.704 0.029
H -26.155 -16.791 -13.601 0.327
H -24.907 -15.835 -14.361 0.231
H -24.439 -17.067 -13.154 0.502
H -24.510 -16.460 -10.704 0.403
H -24.394 -14.724 -10.532 -0.057
H -23.300 -15.612 -11.631 0.510
```

Output
Energy: -4412.6949 Eh
E_HOMO: -9.41 eV
Kohn-Sham gap: 6.7 eV
Net charge: +1


Look up the E_HOMO of the second one. -9.41 eV


What is the E_HOMO in the second record? -9.41 eV